136
Properties=species:S:1:pos:R:3 method="wB97M-V/def2-TZVPD" fmax_ev_per_a=3.0 relative_energy_kcal_mol=7.6 energy_ev=-168570.0333 spin_multiplicity=1
N 1.7773 -3.6154 1.3838
H 1.3367 -2.9114 0.6489
H 1.3576 -3.4928 2.3189
H 2.7755 -3.4194 1.3995
H 1.6134 -4.5642 1.0548
C -1.3655 -1.1649 0.3696
C -0.2914 -1.1661 -0.7220
C 0.1444 0.2612 -0.9586
O 0.7510 -2.0619 -0.4892
H -2.2419 -0.6009 0.0358
H -0.9480 -0.7767 1.3005
H -1.6884 -2.1791 0.6220
H -0.7826 -1.5411 -1.6466
H -0.7798 0.8531 -0.9749
H 0.7178 0.3833 -1.8770
H 0.6609 0.7260 -0.1083
O 3.9875 1.7848 -2.8526
S 4.8446 0.6433 -2.7933
O 4.9792 -0.1578 -3.9394
O 6.2847 1.1017 -2.3389
C 6.3301 1.9522 -1.1816
C 7.6312 1.6823 -0.4624
C 4.2586 -0.3662 -1.4690
H 5.5392 1.7103 -0.4701
H 6.3056 3.0095 -1.4398
H 7.7146 0.6129 -0.2455
H 7.7464 2.2581 0.4509
H 8.4803 1.8803 -1.1216
H 4.0353 0.2338 -0.5948
H 4.9843 -1.1416 -1.2404
H 3.3350 -0.7997 -1.8775
O -1.9929 3.8014 5.2981
S -2.8273 4.0127 4.1895
O -3.2570 5.3228 3.8481
O -2.1451 3.3553 2.9544
C -2.6977 3.7166 1.6712
C -2.3880 2.5909 0.6856
C -4.2324 2.9986 4.4602
H -2.3385 4.6912 1.3479
H -3.7873 3.7850 1.7699
H -1.3106 2.5695 0.5304
H -2.9360 2.7601 -0.2395
H -2.7710 1.6584 1.1030
H -3.8923 2.0741 4.9208
H -4.7770 2.7313 3.5578
H -4.8633 3.5152 5.1779
O -2.1672 -3.5474 4.8533
S -0.8405 -3.1515 4.5921
O -0.2443 -3.3768 3.3160
O -0.6973 -1.6451 4.9902
C -1.0406 -0.6901 3.9596
C -1.0190 0.6781 4.5945
C 0.1692 -3.8283 5.8663
H -2.0297 -0.9111 3.5564
H -0.2972 -0.7013 3.1624
H -0.2267 0.6813 5.3472
H -1.9627 0.9246 5.0626
H -0.7091 1.4166 3.8608
H -0.2252 -3.4393 6.7948
H 1.1581 -3.4260 5.6846
H 0.1471 -4.8992 5.7068
O 2.6641 -0.6274 -7.6264
S 1.5454 0.0145 -7.0886
O 0.7755 0.8419 -7.9185
O 0.6285 -1.0960 -6.4916
C 1.1930 -1.9205 -5.4871
C 2.1799 -2.9369 -5.9771
C 2.0596 0.8352 -5.6287
H 0.3113 -2.3885 -5.0249
H 1.5143 -1.3809 -4.5845
H 1.7151 -3.5216 -6.7800
H 2.4056 -3.6308 -5.1686
H 3.0629 -2.5110 -6.4451
H 2.5190 1.7816 -5.9245
H 2.8646 0.2994 -5.1369
H 1.2047 1.0584 -4.9954
O 2.1347 -1.1489 6.0384
S 2.7794 -1.1915 4.8090
O 2.4108 -2.1697 3.8393
O 2.5853 0.2115 4.1261
C 2.6610 0.3337 2.6913
C 2.0769 1.6904 2.2971
C 4.5181 -1.1686 5.0724
H 2.0556 -0.4274 2.1885
H 3.6834 0.2122 2.3077
H 0.9903 1.5955 2.2927
H 2.3890 1.9594 1.2935
H 2.3281 2.4300 3.0549
H 4.8486 -2.1595 5.3690
H 4.7448 -0.4630 5.8640
H 4.9480 -0.8420 4.1289
O 1.0604 3.7237 -0.1833
S 0.6528 4.1194 -1.4970
O -0.2117 3.3201 -2.2312
O -0.0192 5.5346 -1.4256
C 0.7390 6.5896 -0.7468
C -0.2475 7.5869 -0.2019
C 2.1024 4.4473 -2.4708
H 1.4522 7.0373 -1.4446
H 1.2892 6.1411 0.0862
H -0.9014 7.9420 -1.0038
H 0.2454 8.4791 0.1792
H -0.8763 7.1157 0.5495
H 2.9982 4.1163 -1.9631
H 2.0502 5.4500 -2.8728
H 1.9907 3.7494 -3.3027
O -5.4335 0.7140 2.2031
S -5.6054 -0.0027 1.0009
O -6.8604 -0.2025 0.3843
O -4.6342 0.7238 -0.0112
C -4.8470 0.3979 -1.4324
C -3.6940 0.8997 -2.2633
C -4.8400 -1.5650 1.1592
H -5.7509 0.9236 -1.7492
H -4.9839 -0.6774 -1.5615
H -3.8640 0.5645 -3.2869
H -2.7569 0.4687 -1.9079
H -3.6179 1.9846 -2.2677
H -4.9252 -2.1004 0.2120
H -5.4443 -2.1540 1.8501
H -3.8061 -1.5609 1.4747
O -3.9080 -3.6676 -1.5376
S -3.6081 -4.8876 -0.8727
O -4.3661 -5.3030 0.2435
O -3.7256 -6.0299 -1.9557
C -3.0111 -5.8004 -3.1674
C -3.9681 -5.7449 -4.3607
C -1.9097 -5.0323 -0.4311
H -2.1805 -6.4939 -3.3655
H -2.4307 -4.8742 -3.1322
H -4.1205 -6.7309 -4.8039
H -3.5106 -5.1877 -5.1858
H -4.9020 -5.2644 -4.0912
H -1.7034 -6.0771 -0.2134
H -1.7008 -4.3706 0.4009
H -1.3055 -4.7822 -1.3021


120
Properties=species:S:1:pos:R:3 method="wB97M-V/def2-TZVPD" smiles=COCCNCCOC.COCCNCCOC.COCCNCCOC.COCCNCCOC.CO.CO.CO.O.O fmax_ev_per_a=3.5 relative_energy_kcal_mol=42.7 energy_ev=-61797.8791 spin_multiplicity=1
C 7.1932 -9.4229 -1.7806
O 5.9192 -9.5386 -1.0841
C 5.9756 -9.9208 0.2967
C 4.5063 -10.0985 0.7128
N 3.7800 -8.8393 0.7727
C 2.7335 -8.8034 1.8208
C 2.4337 -7.2865 2.1856
O 3.5808 -6.5711 2.7280
C 3.3091 -5.2117 3.0922
H 7.8637 -8.7306 -1.2714
H 7.0094 -8.8081 -2.6618
H 7.7429 -10.3591 -1.8785
H 6.5707 -9.1531 0.7914
H 6.4513 -10.8914 0.4374
H 4.4552 -10.6179 1.6698
H 3.9401 -10.8125 0.1148
H 4.4279 -8.0900 0.9703
H 2.9890 -9.3353 2.7372
H 1.8200 -9.1926 1.3712
H 1.5433 -7.2856 2.8143
H 2.0002 -6.8875 1.2685
H 4.1449 -4.9186 3.7276
H 2.3414 -5.1803 3.5929
H 3.1275 -4.5313 2.2602
C -2.6452 3.3114 1.4324
O -1.3714 2.6823 1.4210
C -0.7112 3.0601 0.2142
C 0.5397 2.3091 -0.3658
N 0.0662 1.0365 -0.9010
C -0.5415 0.1148 0.0500
C 0.5073 -0.3816 1.0973
O 1.3759 -1.2771 0.2996
C 2.4569 -1.8103 1.0819
H -2.7372 3.8224 2.3908
H -3.4333 2.6085 1.1622
H -2.6931 4.1431 0.7295
H -0.1723 3.9881 0.4054
H -1.3359 3.1552 -0.6740
H 1.2123 2.1154 0.4698
H 1.0450 2.7031 -1.2475
H 0.7535 0.5388 -1.4488
H -0.9157 -0.7027 -0.5663
H -1.3926 0.6277 0.4979
H 0.1250 -0.9006 1.9762
H 1.0649 0.4744 1.4774
H 3.1993 -2.5078 0.6939
H 2.0131 -2.5551 1.7426
H 3.0988 -1.0721 1.5626
C -6.1996 3.5785 2.8874
O -5.0835 2.7188 3.0153
C -5.3632 1.3144 3.1100
C -4.1733 0.3204 3.0777
N -4.4553 -1.0947 3.2586
C -3.5325 -1.7441 4.1980
C -2.0839 -1.7159 3.6751
O -1.3012 -2.2034 4.7204
C 0.1430 -2.2737 4.7083
H -6.2392 3.8654 1.8366
H -6.0628 4.4885 3.4716
H -7.2109 3.2450 3.1198
H -5.9738 1.1002 2.2329
H -5.9061 1.3149 4.0552
H -3.4582 0.7406 3.7849
H -3.6151 0.3903 2.1440
H -5.3674 -1.1075 3.6921
H -3.7572 -2.7902 4.4060
H -3.5064 -1.1879 5.1350
H -1.7486 -0.7018 3.4575
H -2.0760 -2.2613 2.7314
H 0.5877 -2.8102 5.5465
H 0.6676 -1.3410 4.5008
H 0.2134 -2.8044 3.7589
C -1.7149 5.8979 -9.7236
O -1.7080 5.8991 -8.2655
C -2.3417 4.6978 -7.8781
C -2.7524 4.7883 -6.3451
N -1.5960 4.8925 -5.5678
C -1.7420 5.4407 -4.2710
C -2.6522 4.6928 -3.2350
O -4.0328 4.7150 -3.5764
C -5.0184 4.2553 -2.6507
H -0.7484 6.3098 -10.0140
H -2.5166 6.5689 -10.0322
H -1.7785 4.9052 -10.1691
H -1.6200 3.8887 -7.9906
H -3.2456 4.5778 -8.4754
H -3.2755 3.9229 -5.9382
H -3.4050 5.6610 -6.3676
H -0.9549 5.4477 -6.1164
H -1.9628 6.5074 -4.2315
H -0.7538 5.3597 -3.8182
H -2.6671 5.3400 -2.3580
H -2.3116 3.6987 -2.9456
H -4.9403 3.1773 -2.5093
H -5.9725 4.4344 -3.1465
H -5.0929 4.8467 -1.7381
C 4.6097 1.0811 2.4093
O 5.3802 0.1607 1.5779
H 5.2835 1.8787 2.7223
H 3.7973 1.4267 1.7701
H 4.1327 0.6609 3.2947
H 6.0473 0.6663 1.1079
C 0.2730 3.4040 4.6113
O 1.3467 4.2518 5.0459
H 0.1622 3.3823 3.5272
H 0.6112 2.4496 5.0147
H -0.6734 3.7036 5.0616
H 1.5411 4.1310 5.9783
C 0.1449 2.3930 -3.8145
O -0.3804 2.3276 -5.1868
H 0.9415 1.6637 -3.6677
H 0.6408 3.3556 -3.6902
H -0.5631 2.2135 -3.0054
H -0.8234 3.1323 -5.4659
O 1.8648 -0.9664 -2.3254
H 1.6635 -1.2078 -1.4213
H 2.5762 -0.3303 -2.2513
O 2.0982 5.1009 0.2279
H 2.7040 5.2662 0.9503
H 1.5608 5.8915 0.1796